Here is a cluster of 9 separate species, C27H63N9O9 in total at a distorted geometry from the OMol25 dataset. Energies are from ωB97M-V/def2-TZVPD.

```
108
Properties=species:S:1:pos:R:3:forces:R:3:lowdin_charge:R:1
C -4.90868 0.20471 -3.15021 -0.106 -0.341 0.991 -0.0784
N -6.19231 0.74499 -3.52377 0.582 0.207 -1.284 -0.0063
C -7.28309 0.79908 -2.73563 0.490 -0.143 0.572 -0.5669
C -8.53436 1.34714 -3.36854 -0.695 -1.134 0.583 -0.0046
O -7.22647 0.42575 -1.57410 -0.271 0.062 -0.039 0.0361
H -4.44209 -0.27560 -4.00721 0.040 0.071 -0.005 0.0821
H -5.07456 -0.53267 -2.36113 0.034 -0.091 -0.152 0.0812
H -4.23720 0.94444 -2.70571 -0.030 0.146 -0.261 0.0766
H -6.24966 1.03416 -4.48535 -0.357 0.139 0.092 0.1306
H -8.56007 2.43070 -3.33142 -0.031 0.055 -0.281 0.0851
H -9.33786 0.92905 -2.75545 -0.010 0.477 0.145 0.0840
H -8.73862 0.89500 -4.33941 0.383 0.542 -0.336 0.0784
C -0.63908 -6.36362 4.00005 -0.053 0.470 0.391 -0.0820
N -0.77787 -4.94717 4.32586 0.104 -0.651 -0.493 0.0046
C 0.07950 -3.99543 3.88130 0.607 0.788 0.318 -0.5551
C 1.03864 -4.35019 2.75496 -0.733 -0.671 0.185 0.0060
O 0.09917 -2.88632 4.38969 -0.126 -0.071 -0.175 0.0373
H 0.35527 -6.73048 4.26279 -0.004 -0.066 -0.081 0.0829
H -0.82240 -6.53702 2.94018 -0.082 -0.159 0.032 0.0723
H -1.35720 -6.90333 4.61242 -0.064 -0.142 -0.222 0.0854
H -1.34728 -4.67446 5.10760 0.027 0.045 0.104 0.1370
H 0.47588 -4.78295 1.92221 0.044 0.284 -0.162 0.0746
H 1.71020 -5.15612 3.05713 0.198 0.204 0.146 0.0809
H 1.57248 -3.45397 2.46869 0.073 -0.025 -0.068 0.0707
C 1.08344 4.40906 -6.92722 -0.249 1.043 0.264 -0.0846
N 1.55763 3.54135 -5.87300 0.071 -0.150 -1.035 -0.0048
C 1.21937 3.71134 -4.57419 0.236 0.061 -0.299 -0.5662
C 1.89480 2.76014 -3.61566 -0.480 0.260 -0.158 0.0118
O 0.45207 4.59148 -4.23246 -0.062 -0.036 0.174 0.0480
H 0.00160 4.38446 -7.06775 0.006 -0.327 0.028 0.0836
H 1.58392 4.21494 -7.87183 0.035 -0.323 0.078 0.0797
H 1.30038 5.44979 -6.66543 0.034 -0.061 0.009 0.0856
H 2.17987 2.81590 -6.17281 0.086 -0.191 0.395 0.1234
H 2.66670 2.16604 -4.09648 0.150 0.011 0.117 0.0754
H 1.11668 2.09390 -3.24249 0.154 0.014 0.263 0.0649
H 2.28927 3.38683 -2.81774 0.080 -0.334 0.184 0.0828
C 5.68148 2.04774 6.39177 -0.416 -0.271 0.994 -0.0821
N 4.74816 1.59157 5.38853 0.851 -0.109 -0.514 -0.0064
C 3.40196 1.69014 5.50136 0.274 0.306 -0.074 -0.5640
C 2.60126 1.14026 4.34992 0.452 0.465 -0.341 -0.0037
O 2.88914 2.24722 6.45131 -0.241 -0.072 0.260 0.0476
H 5.29934 2.94258 6.88052 0.040 0.133 -0.233 0.0824
H 6.68451 2.21388 6.01002 -0.127 0.086 -0.355 0.0778
H 5.76162 1.30539 7.19456 0.077 0.000 -0.032 0.0833
H 5.13594 1.11959 4.59296 -0.141 -0.076 -0.068 0.1198
H 3.19147 0.75369 3.51644 0.227 -0.366 0.313 0.0620
H 2.11684 1.99972 3.88166 -0.655 -0.241 0.311 0.0945
H 1.93436 0.37861 4.74187 -0.318 0.161 -0.237 0.0841
C 5.72077 4.22021 -2.12770 0.626 -0.253 0.653 -0.0737
N 4.95306 3.61029 -1.06332 -1.112 0.230 0.482 -0.0106
C 4.89446 2.28750 -0.77245 0.321 -0.437 -0.941 -0.5565
C 4.03380 1.90702 0.39892 -0.460 -0.138 0.555 -0.0057
O 5.48960 1.47828 -1.47109 0.101 -0.212 0.205 0.0238
H 5.43207 5.26635 -2.17967 0.067 0.013 -0.107 0.0828
H 5.62231 3.74974 -3.10514 -0.254 -0.162 0.135 0.0807
H 6.76443 4.14185 -1.80921 0.112 0.245 -0.483 0.0864
H 4.31921 4.19666 -0.54722 0.092 0.097 -0.005 0.1288
H 3.77394 0.85080 0.46099 0.250 -0.066 -0.601 0.0661
H 3.07385 2.42611 0.36997 0.095 0.165 0.240 0.0707
H 4.53550 2.08588 1.35311 0.011 0.464 -0.102 0.0830
C -1.03787 1.23262 -0.83368 0.514 0.782 0.471 -0.0629
N -0.57466 0.26297 0.13031 -0.646 -0.918 -0.481 0.0234
C 0.28273 0.54442 1.11770 0.856 0.289 0.115 -0.5565
C 0.61553 -0.56494 2.10100 -0.553 0.168 -0.354 -0.0027
O 0.83413 1.64005 1.24540 -0.275 -0.199 -0.205 0.0062
H -1.10180 2.19097 -0.31375 -0.301 0.065 -0.139 0.0815
H -2.00078 0.94234 -1.24425 -0.042 -0.046 0.067 0.0735
H -0.33263 1.42558 -1.64522 0.050 -0.333 -0.078 0.0614
H -1.00880 -0.66282 0.11287 0.327 0.361 0.096 0.0748
H 0.34908 -0.13940 3.06579 0.383 -0.274 0.227 0.0773
H 1.67773 -0.78989 2.01604 0.078 0.213 0.292 0.0757
H 0.06681 -1.49442 1.97240 -0.186 0.116 -0.151 0.0454
C -6.08477 2.88466 3.95957 -0.233 -0.145 0.065 -0.0805
N -5.14956 2.05484 3.22943 -0.508 -0.361 -0.120 -0.0015
C -3.91214 2.49151 2.91204 0.329 1.047 0.390 -0.5553
C -2.95689 1.54893 2.23649 -0.917 -0.685 -0.097 0.0111
O -3.58366 3.63617 3.19684 0.051 -0.185 -0.147 0.0362
H -6.60615 3.63378 3.36110 0.327 0.043 -0.278 0.0828
H -5.55869 3.39826 4.75995 -0.097 -0.003 0.116 0.0836
H -6.86840 2.23126 4.34360 0.132 0.027 0.259 0.0795
H -5.43527 1.11334 3.03310 0.184 -0.034 -0.147 0.1247
H -2.67868 1.97286 1.27681 0.372 0.131 0.147 0.0692
H -3.44818 0.59399 2.02650 0.124 -0.047 0.023 0.0769
H -2.11492 1.35866 2.89617 0.217 0.215 -0.185 0.0905
C 2.58942 -1.44596 -1.62233 0.080 -0.257 -0.157 -0.0469
N 3.17136 -2.63331 -2.25188 -0.239 0.888 0.633 0.0116
C 2.70397 -3.22340 -3.37136 0.329 -0.198 -0.269 -0.5657
C 3.52260 -4.41026 -3.84364 -0.470 0.150 -0.395 -0.0080
O 1.72248 -2.83914 -3.98796 -0.092 0.144 0.262 0.0241
H 2.09379 -1.74314 -0.69600 -0.171 0.235 -0.020 0.0763
H 1.88697 -0.96593 -2.29804 -0.103 -0.167 0.000 0.0795
H 3.38132 -0.73009 -1.40051 0.022 -0.018 0.024 0.0705
H 3.95812 -2.98301 -1.73626 0.169 -0.446 -0.451 0.1327
H 4.56731 -4.13267 -3.97352 0.092 -0.201 0.324 0.0803
H 3.13743 -4.69234 -4.82129 -0.026 -0.040 0.038 0.0785
H 3.36782 -5.24982 -3.16625 0.360 -0.012 0.058 0.0803
C -1.47079 -2.99503 -2.41364 0.411 0.449 0.346 -0.0407
N -1.93122 -3.78967 -1.28471 -0.454 -0.521 -0.823 0.0180
C -2.06993 -3.39244 -0.01508 1.068 -0.214 0.648 -0.5260
C -2.70601 -4.37456 0.95076 0.264 0.033 -0.274 0.0118
O -1.62944 -2.32519 0.39763 -0.593 0.129 -0.199 0.0194
H -1.76593 -3.48321 -3.33769 0.134 -0.143 0.021 0.0880
H -0.38835 -2.86243 -2.37702 0.004 -0.054 -0.241 0.0701
H -1.91053 -1.99763 -2.42997 -0.148 -0.063 0.283 0.0816
H -2.03840 -4.77047 -1.47690 -0.328 0.017 0.099 0.1317
H -3.78055 -4.20056 0.90467 -0.039 -0.104 0.333 0.0908
H -2.28757 -4.18519 1.93622 -0.314 0.198 0.101 0.0685
H -2.50313 -5.42238 0.72251 -0.095 0.044 -0.300 0.0759
```
Forces are in eV/Å.

Summary:
Structure (SMILES): CNC(C)=O.CNC(C)=O.CNC(C)=O.CNC(C)=O.CNC(C)=O.CNC(C)=O.CNC(C)=O.CNC(C)=O.CNC(C)=O
2S+1: 1
E_tot: -60862.952 eV

Here is a structure of composition C31H32GaN6O2S2 at a distorted geometry from the OMol25 dataset. Energies are from ωB97M-V/def2-TZVPD.

```
74
Properties=species:S:1:pos:R:3:forces:R:3:lowdin_charge:R:1
Ga 0.21788 -1.08983 0.16587 0.188 -0.076 -0.940 0.8042
C -1.67471 -4.91629 -0.89385 -0.033 0.052 0.105 -0.0144
C -1.36958 -3.54942 -0.94056 -0.148 -0.089 -0.100 -0.0898
N -0.35896 -3.02656 -0.28100 -0.032 0.127 -0.145 0.0748
C 0.43031 -3.84030 0.48545 0.050 -0.088 0.092 -0.1671
C 0.13151 -5.19519 0.67152 0.004 -0.119 0.051 -0.1561
C -0.94573 -5.72831 -0.06631 0.022 0.044 0.006 0.0295
C 0.91990 -5.94471 1.58298 -0.013 -0.003 0.023 -0.0214
C 1.92523 -5.32983 2.27231 -0.059 0.043 -0.114 -0.0467
C 2.26445 -3.97552 2.04360 -0.006 -0.089 -0.076 0.0133
C 1.57180 -3.24120 1.11238 0.343 0.048 -0.424 -0.2134
N 1.81731 -1.99551 0.58442 -0.531 -0.033 1.782 0.0102
C 2.97656 -1.28918 0.33942 0.455 0.151 -0.118 -0.1995
C 4.26030 -1.43936 0.86587 -0.580 -0.135 -0.044 -0.0075
C 5.29269 -0.66373 0.36523 0.222 0.131 -0.165 -0.0805
C 5.07906 0.23080 -0.67049 0.143 -0.075 0.066 -0.0322
C 3.80647 0.42074 -1.19656 -0.402 -0.204 -0.135 -0.1611
C 3.52526 1.16199 -2.42043 -0.267 -0.020 0.003 -0.0245
C 2.26031 1.35521 -2.81003 0.249 -0.107 0.059 -0.0810
C 1.15357 0.94834 -1.89449 0.175 -0.057 0.189 -0.5117
N 1.44794 -0.22404 -1.13967 -1.400 0.191 0.277 -0.0449
C 2.74126 -0.31451 -0.65290 0.461 -0.068 0.151 -0.2047
H -2.50168 -5.29497 -1.47418 -0.025 -0.010 -0.037 0.1187
H -1.97641 -2.87264 -1.52566 -0.007 -0.024 -0.087 0.1117
H -1.19242 -6.77642 0.03683 0.002 -0.052 -0.018 0.1323
H 0.71291 -6.99581 1.72216 -0.043 -0.042 0.023 0.1193
H 2.50574 -5.89458 2.98616 0.038 -0.042 0.058 0.1154
H 3.07631 -3.53188 2.59808 0.098 0.011 -0.062 0.1085
H 4.45906 -2.17598 1.62908 0.006 -0.004 0.058 0.0945
H 6.29153 -0.78860 0.75666 0.038 -0.034 0.037 0.1064
H 5.92026 0.75129 -1.10729 0.002 0.094 -0.011 0.1162
H 4.35847 1.50362 -3.01774 0.027 0.046 -0.060 0.1209
H 1.99305 1.87555 -3.71577 0.005 0.059 -0.102 0.1143
H 0.18162 0.87409 -2.37340 0.224 0.024 -0.125 0.0786
C -1.87771 2.07748 0.21441 -0.378 0.345 -0.058 -0.1129
N -1.95179 0.61872 0.13818 0.316 -0.458 0.400 -0.2477
C -2.38347 0.23081 -1.20135 -0.121 -0.057 -0.329 -0.0642
C -2.90321 0.14596 1.16098 -0.145 0.115 -0.262 -0.1884
C -2.72083 -1.30301 1.50928 -0.392 -0.029 -0.018 -0.1954
N -1.39928 -1.60822 2.03754 0.832 0.163 -0.171 -0.2810
C -1.46427 -2.94884 2.63558 0.231 -0.233 -0.057 -0.0538
C -0.95535 -0.65281 3.05847 0.053 0.123 0.150 -0.0715
H -2.83171 2.53632 -0.07685 -0.111 -0.133 0.065 0.1188
H -1.09717 2.45055 -0.45049 -1.514 -0.705 0.957 -0.0362
H -1.63863 2.38299 1.23176 0.078 0.010 0.035 0.1021
H -3.39682 0.59276 -1.41769 0.048 0.018 -0.002 0.1147
H -2.37731 -0.85420 -1.30881 -0.057 -0.024 -0.001 0.0613
H -1.71049 0.65748 -1.94444 -0.111 0.003 0.035 0.0746
H -3.94338 0.28234 0.82799 0.150 0.102 -0.097 0.1437
H -2.79000 0.75864 2.05557 0.033 -0.007 -0.092 0.1157
H -2.89233 -1.94370 0.63973 -0.024 -0.017 0.031 0.1122
H -3.48907 -1.57174 2.24854 0.046 0.032 -0.003 0.1414
H -2.18050 -2.95981 3.46516 -0.004 0.070 -0.013 0.1102
H -0.48606 -3.24437 3.01891 -0.081 0.010 -0.082 0.0982
H -1.79609 -3.67660 1.89124 0.006 0.102 0.102 0.0916
H -1.71069 -0.51239 3.83981 -0.006 -0.021 0.015 0.1105
H -0.73021 0.31347 2.60597 -0.011 0.003 0.048 0.0785
H -0.04552 -1.03254 3.52122 0.007 -0.001 -0.024 0.1016
O -3.04860 3.75352 -2.97304 0.045 -0.027 -0.027 -0.2767
S -1.71066 4.19274 -3.23753 0.017 0.067 -0.083 0.6643
O -1.31628 4.57735 -4.55310 -0.050 -0.042 0.058 -0.2541
N -0.67451 3.00639 -2.66131 -0.016 -0.061 -0.162 -0.0388
C -0.06299 3.41512 -1.61300 0.720 0.435 -0.443 -0.6373
S 0.95372 2.37747 -0.66606 1.286 0.494 -0.265 1.0729
C -0.31285 4.81530 -1.18618 0.002 -0.007 -0.003 -0.2112
C 0.23520 5.53375 -0.13826 -0.014 -0.048 -0.014 -0.0112
C -0.16337 6.85407 0.02188 -0.039 0.024 -0.043 -0.0465
C -1.08065 7.43542 -0.84780 -0.004 -0.053 -0.039 -0.0412
C -1.62967 6.71219 -1.90362 0.057 0.000 0.070 -0.0113
C -1.22463 5.40369 -2.04339 -0.074 0.074 0.059 -0.2124
H 0.96015 5.08604 0.52711 0.047 -0.022 0.024 0.1104
H 0.25137 7.44249 0.82659 0.021 0.035 0.048 0.1129
H -1.36780 8.46727 -0.70653 -0.012 0.044 0.013 0.1149
H -2.33781 7.16063 -2.58415 -0.039 0.022 -0.041 0.1290
```
Forces are in eV/Å.

Summary:
Net charge: +1
2S+1: 1
E_tot: -119742.148 eV

no.,HOMO (Ha),HOMO-LUMO gap (eV)
1,-0.3295,9.12
2,-0.3607,6.02